[1]
The following is a quantum chemistry calculation of a cluster of 2 separate species, C7H18S2 in total, from OMol25.

Results
SMILES	CC(C)(C)C.CSSC
lowest unoccupied orbital energy	0.02409	Ha
maximum force	1.1	eV/Å
frontier orbital gap	9.53	eV
net charge	0
ΔE to the lowest compared entry with this formula, charge and spin	0.4465	eV

Geometry as XYZ:
```
27
C7H18S2 | OMol25 | wB97M-V/def2-TZVPD
C 0.74 0.57 -1.12
C 1.01 1.21 0.24
C 1.55 0.15 1.20
C 2.05 2.33 0.08
C -0.29 1.80 0.80
H 1.66 0.14 -1.54
H 0.35 1.32 -1.83
H -0.01 -0.24 -1.02
H 2.49 -0.28 0.81
H 1.75 0.60 2.19
H 0.82 -0.66 1.33
H 1.67 3.10 -0.61
H 2.26 2.80 1.05
H 2.99 1.92 -0.33
H -0.69 2.56 0.12
H -1.04 1.00 0.92
H -0.10 2.26 1.78
C -3.42 -1.79 -1.06
S -2.18 -0.56 -0.60
S -1.24 -1.45 0.97
C -0.02 -2.50 0.15
H -4.01 -1.38 -1.89
H -4.10 -2.01 -0.21
H -2.96 -2.74 -1.39
H -0.49 -3.27 -0.49
H 0.66 -1.90 -0.48
H 0.57 -3.00 0.93
```

natural (NBO) atomic charge list, values in e, 5 entries:
1. C -0.63
2. C -0.06
3. C -0.62
4. C -0.60
5. C -0.61

=====

[2]
The following is a quantum chemistry calculation of a cluster of 2 separate species, C7H19BrClF3N3OP2 in total, from OMol25.

Results
lowest unoccupied orbital energy	-0.18910	Ha
maximum force	2.2	eV/Å
frontier orbital gap	5.06	eV
net charge	+1
ΔE to the lowest compared entry with this formula, charge and spin	0.0000	eV

Geometry as XYZ:
```
37
C7H19BrClF3N3OP2 | OMol25 | wB97M-V/def2-TZVPD
N 2.26 -5.35 -3.55
P 2.45 -4.26 -2.49
N 1.29 -2.80 -2.95
Br 1.85 -2.11 -4.61
P -0.47 -3.60 -3.12
O -0.62 -4.07 -1.61
Cl -1.66 -1.97 -3.22
C 1.43 -1.74 -1.90
F 0.69 -0.69 -2.15
F 1.19 -2.25 -0.71
F 2.71 -1.32 -1.88
H 3.13 -5.54 -4.03
H 3.72 -3.69 -2.36
H 1.98 -4.63 -1.24
H -0.97 -3.37 -1.03
C -1.40 3.63 3.60
C -1.46 2.28 2.91
N -1.60 2.38 1.47
C -1.94 1.13 0.83
C -0.92 -0.01 0.89
C -0.60 3.19 0.79
C 0.87 2.79 0.95
H -2.26 4.24 3.34
H -1.40 3.48 4.68
H -0.49 4.18 3.35
H -2.32 1.74 3.29
H -0.57 1.69 3.20
H -2.20 1.33 -0.22
H -2.87 0.78 1.28
H -0.08 0.15 0.21
H -1.40 -0.94 0.58
H -0.53 -0.17 1.89
H -0.71 4.22 1.13
H -0.85 3.22 -0.27
H 1.13 2.55 1.98
H 1.51 3.62 0.64
H 1.14 1.93 0.32
```

natural (NBO) atomic charge list, values in e, 5 entries:
1. N -1.20
2. P 1.40
3. N -0.93
4. Br 0.39
5. P 1.37

=====

[3]
The following is a quantum chemistry calculation of a structure of composition C7H19BrF2GdOSbSi, from OMol25.

Results
<S²>	16.784
lowest unoccupied orbital energy (spin up / spin down)	-0.33781 / -0.31847	Ha
spin multiplicity	8
maximum force	9.0	eV/Å
frontier orbital gap (spin up / spin down)	4.94 / 6.22	eV
net charge	+2

Geometry as XYZ:
```
33
C7H19BrF2GdOSbSi | OMol25 | wB97M-V/def2-TZVPD
C 3.12 1.53 -0.11
C 1.91 0.92 -0.76
F 2.23 -0.13 -1.58
Sb 0.53 0.02 0.75
F -0.61 -0.87 2.04
Br 0.52 2.11 2.23
C 0.35 -1.96 -0.32
C 1.00 -3.07 0.45
O 0.74 -3.05 1.90
Si -1.68 1.09 -0.36
C -1.26 2.69 -1.18
C -2.83 1.30 1.06
C -2.37 -0.14 -1.56
H 3.20 1.33 0.95
H 3.98 1.09 -0.60
H 3.13 2.59 -0.27
H 1.35 1.63 -1.35
H 1.89 -0.63 1.59
H 0.84 -1.90 -1.28
H -0.69 -2.21 -0.50
H 2.07 -3.12 0.25
H 0.56 -4.01 0.09
H 1.20 -2.30 2.35
H -2.22 3.12 -1.45
H -0.71 2.53 -2.10
H -0.70 3.37 -0.56
H -2.44 1.96 1.82
H -3.74 1.70 0.63
H -3.06 0.35 1.53
H -1.68 -0.43 -2.34
H -2.74 -1.02 -1.05
H -3.22 0.36 -2.03
Gd 1.34 -4.86 1.77
```

Löwdin atomic charge list, values in e, 5 entries:
1. C -0.10
2. C -0.47
3. F -0.06
4. Sb 1.06
5. F -0.49

=====

[4]
The following is a quantum chemistry calculation of a structure of composition C7H19CrN2O5, from OMol25.

Results
<S²>	3.768
lowest unoccupied orbital energy (spin up / spin down)	-0.34945 / -0.34721	Ha
spin multiplicity	4
maximum force	18.1	eV/Å
frontier orbital gap (spin up / spin down)	8.29 / 8.54	eV
net charge	+2
ΔE to the lowest compared entry with this formula, charge and spin	0.0000	eV

Geometry as XYZ:
```
34
C7H19CrN2O5 | OMol25 | wB97M-V/def2-TZVPD
Cr -0.47 0.40 0.31
C -3.85 -0.23 -1.26
C -2.47 0.01 -0.64
O -2.03 1.10 -0.42
O -1.74 -0.90 -0.26
H -3.92 -0.29 -2.30
H -4.52 0.47 -0.83
H -4.01 -1.23 -0.88
C 1.45 2.12 -1.26
O 0.43 1.12 -1.31
H 2.26 1.91 -0.49
H 0.99 3.13 -1.13
H 1.91 2.10 -2.18
H 0.36 0.85 -2.22
C -0.48 1.34 2.69
O 0.49 1.33 3.63
N -0.10 1.78 1.49
N -1.01 0.34 2.06
H 0.78 2.36 1.68
H -0.77 2.65 1.43
H -0.88 -0.45 2.87
H -2.04 0.39 2.26
C 0.62 -2.57 -0.35
C 1.62 -1.63 0.25
C 2.62 -1.23 -0.86
O 1.12 -0.59 0.70
H 1.06 -3.47 -0.87
H 0.10 -2.12 -1.25
H -0.05 -3.05 0.34
H 2.18 -2.12 1.00
H 3.27 -0.47 -0.52
H 2.10 -0.80 -1.73
H 3.17 -2.11 -1.16
H 1.83 -0.14 1.21
```

natural (NBO) atomic charge list, values in e, 5 entries:
1. Cr 1.21
2. C -0.70
3. C 0.83
4. O -0.59
5. O -0.62

=====

[5]
The following is a quantum chemistry calculation of a structure of composition C7H19IN3, from OMol25.

Results
lowest unoccupied orbital energy	-0.13738	Ha
maximum force	6.5	eV/Å
frontier orbital gap	8.16	eV
net charge	+1
ΔE to the lowest compared entry with this formula, charge and spin	2.4139	eV

Geometry as XYZ:
```
30
C7H19IN3 | OMol25 | wB97M-V/def2-TZVPD
C -2.40 1.82 -1.40
C -1.75 2.16 0.97
C -3.45 -1.50 0.00
C -1.40 -2.54 -0.15
C 4.00 -0.25 -1.39
C 3.92 -0.44 1.01
C -1.41 -0.15 -0.02
N -2.24 1.34 -0.06
N -2.05 -1.27 -0.09
N 3.37 0.11 -0.16
I 0.66 0.16 0.03
H -3.00 2.65 -1.46
H -1.41 2.05 -1.76
H -2.72 0.96 -2.05
H -1.06 2.97 0.63
H -2.60 2.55 1.40
H -1.13 1.62 1.69
H -4.16 -0.73 0.43
H -3.88 -1.82 -1.06
H -3.55 -2.39 0.70
H -1.89 -3.05 0.70
H -1.75 -3.20 -0.99
H -0.32 -2.48 0.03
H 3.54 0.18 -2.21
H 5.16 -0.12 -1.23
H 3.88 -1.37 -1.49
H 4.31 -1.44 0.82
H 4.86 0.11 1.31
H 3.17 -0.42 1.89
H 3.45 1.12 0.14
```

natural (NBO) atomic charge list, values in e, 5 entries:
1. C -0.40
2. C -0.43
3. C -0.45
4. C -0.43
5. C -0.41

=====

[6]
The following is a quantum chemistry calculation of a cluster of 2 separate species, C7H19N2 in total, from OMol25.

Results
lowest unoccupied orbital energy	-0.12623	Ha
maximum force	4.0	eV/Å
frontier orbital gap	10.74	eV
net charge	+1
ΔE to the lowest compared entry with this formula, charge and spin	2.1703	eV

Geometry as XYZ:
```
28
C7H19N2 | OMol25 | wB97M-V/def2-TZVPD
C 1.90 0.78 -1.23
C 1.45 0.88 1.34
C 1.81 -1.33 0.24
C -2.63 0.37 0.35
C -1.20 2.16 -0.37
C -0.25 -0.12 0.10
C 1.23 0.02 -0.01
N -1.13 -2.47 -0.91
N -1.26 0.77 -0.01
H 1.48 1.66 -1.55
H 2.89 1.10 -1.01
H 1.86 0.09 -2.06
H 0.90 0.53 2.28
H 1.20 1.93 1.28
H 2.51 0.82 1.56
H 1.36 -1.71 1.08
H 2.85 -1.41 0.22
H 1.44 -2.00 -0.48
H -2.84 0.74 1.29
H -3.26 1.03 -0.27
H -2.62 -0.73 0.31
H -0.19 2.42 -0.69
H -1.78 2.39 -1.23
H -1.55 2.69 0.47
H -0.31 -1.22 0.55
H -1.85 -2.35 -1.66
H -1.61 -3.09 -0.32
H -0.48 -3.09 -1.40
```

natural (NBO) atomic charge list, values in e, 5 entries:
1. C -0.59
2. C -0.60
3. C -0.60
4. C -0.40
5. C -0.42

=====

[7]
The following is a quantum chemistry calculation of the ion C7H19N2O with charge +1, from OMol25.

Results
SMILES	CCC[NH2+][C@@](N)(O)C(C)C
lowest unoccupied orbital energy	-0.10623	Ha
maximum force	5.7	eV/Å
frontier orbital gap	11.77	eV
net charge	+1
ΔE to the lowest compared entry with this formula, charge and spin	3.1653	eV

Geometry as XYZ:
```
29
C7H19N2O | OMol25 | wB97M-V/def2-TZVPD
C -0.91 -3.66 -1.54
C -0.48 -2.65 -0.45
C 0.05 -1.34 -0.97
N 0.63 -0.38 0.03
C -0.31 1.12 -0.21
N -0.15 1.66 -1.46
O -1.59 0.65 -0.12
C 0.06 2.11 0.99
C 1.44 2.92 0.85
C 0.16 1.33 2.32
H -1.69 -3.31 -2.03
H -0.06 -3.88 -2.20
H -1.29 -4.53 -1.04
H 0.28 -3.15 0.21
H -1.41 -2.49 0.01
H 0.85 -1.60 -1.76
H -0.71 -0.85 -1.59
H 0.29 -0.79 1.02
H 1.65 -0.44 -0.09
H 0.85 1.92 -1.65
H -0.53 1.02 -2.25
H -2.02 0.77 0.76
H -0.84 2.69 1.10
H 2.01 2.26 0.18
H 1.34 3.86 0.29
H 1.84 3.24 1.82
H 1.14 0.95 2.47
H -0.51 0.49 2.39
H -0.08 2.07 2.90
```

natural (NBO) atomic charge list, values in e, 5 entries:
1. C -0.58
2. C -0.43
3. C -0.24
4. N -0.66
5. C 0.66

=====

[8]
The following is a quantum chemistry calculation of a structure of composition C7H19N2O3PS2, from OMol25.

Results
lowest unoccupied orbital energy	0.01748	Ha
maximum force	4.9	eV/Å
frontier orbital gap	9.84	eV
net charge	0

Geometry as XYZ:
```
34
C7H19N2O3PS2 | OMol25 | wB97M-V/def2-TZVPD
O -0.83 -0.10 -1.65
O -0.04 2.80 -2.31
O 2.26 3.02 -2.37
S 0.66 -1.20 0.73
N -1.02 1.32 0.28
N 1.42 1.07 -1.05
C -0.54 2.54 0.77
C 2.67 0.88 -0.30
C -1.80 -3.16 0.33
C -0.31 -2.02 3.16
C -2.06 -1.98 1.35
C -0.83 -1.22 1.86
C 1.31 1.08 -3.74
P 0.05 0.35 -0.56
S 1.20 2.07 -2.30
H -1.80 1.51 -0.31
H -1.25 3.16 1.37
H 0.42 2.43 1.34
H -0.35 3.27 -0.13
H 2.61 1.01 0.79
H 3.06 -0.17 -0.51
H 3.52 1.58 -0.66
H -1.59 -2.74 -0.70
H -2.72 -3.71 0.06
H -1.09 -3.94 0.63
H -0.06 -3.07 2.97
H 0.59 -1.58 3.61
H -1.06 -2.03 3.93
H -2.64 -2.29 2.28
H -2.75 -1.33 0.86
H -1.04 -0.23 2.30
H 2.34 0.80 -3.87
H 0.96 1.70 -4.59
H 0.73 0.19 -3.57
```

natural (NBO) atomic charge list, values in e, 5 entries:
1. O -1.12
2. O -0.92
3. O -0.96
4. S -0.10
5. N -0.98

=====

[9]
The following is a quantum chemistry calculation of an isolated molecule of C7H19N3, from OMol25.

Results
SMILES	CC[C@@H](N)[C@H](C)C(C)(N)N
lowest unoccupied orbital energy	0.03406	Ha
maximum force	2.1	eV/Å
frontier orbital gap	9.58	eV
net charge	0
ΔE to the lowest compared entry with this formula, charge and spin	0.0000	eV

Geometry as XYZ:
```
29
C7H19N3 | OMol25 | wB97M-V/def2-TZVPD
C -0.73 1.45 2.67
C 0.24 1.82 1.56
C 0.78 0.66 0.58
N 1.80 -0.10 1.24
C -0.41 -0.11 -0.01
C -0.83 -1.33 0.82
C -0.05 -0.60 -1.51
C 0.21 0.58 -2.46
N 1.13 -1.44 -1.47
N -1.20 -1.40 -1.99
H -0.34 0.64 3.28
H -1.70 1.17 2.27
H -0.90 2.31 3.32
H 1.14 2.23 2.03
H -0.19 2.59 0.93
H 1.29 1.21 -0.22
H 1.41 -0.73 1.94
H 2.31 -0.65 0.56
H -1.26 0.56 -0.11
H -1.21 -1.04 1.79
H -1.61 -1.87 0.29
H 0.00 -2.02 0.97
H 1.17 1.04 -2.25
H 0.24 0.22 -3.50
H -0.57 1.32 -2.37
H 0.90 -2.32 -1.04
H 1.46 -1.64 -2.42
H -2.05 -0.85 -1.97
H -1.04 -1.70 -2.95
```

natural (NBO) atomic charge list, values in e, 5 entries:
1. C -0.62
2. C -0.39
3. C -0.04
4. N -0.85
5. C -0.23

=====

[10]
The following is a quantum chemistry calculation of the ion C7H19N3O2 with charge +2, from OMol25.

Results
SMILES	C[NH+](C)CCN1CO[C@@](C)([NH3+])O1
lowest unoccupied orbital energy	-0.20321	Ha
maximum force	6.7	eV/Å
frontier orbital gap	10.95	eV
net charge	+2
ΔE to the lowest compared entry with this formula, charge and spin	0.4948	eV

Geometry as XYZ:
```
31
C7H19N3O2 | OMol25 | wB97M-V/def2-TZVPD
C 0.23 2.88 -3.04
N -0.06 2.56 -1.50
C -1.08 3.50 -0.95
C -0.41 1.09 -1.40
C 0.14 0.57 -0.06
N -0.54 -0.65 0.43
C -0.97 -0.75 1.84
O -0.12 -1.66 2.46
C 0.52 -2.44 1.57
C 1.85 -2.87 1.89
N -0.22 -4.02 1.40
O 0.25 -1.81 0.35
H -0.64 2.90 -3.61
H 0.86 3.89 -3.13
H 1.11 2.17 -3.40
H 0.73 2.73 -0.92
H -0.76 3.98 -0.05
H -1.20 4.41 -1.62
H -2.06 2.95 -0.95
H -1.50 0.95 -1.53
H 0.17 0.66 -2.20
H 1.12 0.26 -0.20
H 0.17 1.28 0.76
H -0.98 0.18 2.48
H -2.08 -1.14 1.84
H 2.60 -1.95 2.08
H 2.26 -3.29 0.92
H 1.99 -3.62 2.67
H -0.98 -3.60 0.79
H -0.77 -4.44 2.16
H 0.37 -4.74 0.94
```

natural (NBO) atomic charge list, values in e, 5 entries:
1. C -0.42
2. N -0.35
3. C -0.45
4. C -0.22
5. C -0.28

=====

[11]
The following is a quantum chemistry calculation of a cluster of 2 separate species, C7H19N3O3P in total, from OMol25.

Results
lowest unoccupied orbital energy	-0.18500	Ha
maximum force	5.8	eV/Å
frontier orbital gap	6.94	eV
net charge	+1
ΔE to the lowest compared entry with this formula, charge and spin	6.7374	eV

Geometry as XYZ:
```
33
C7H19N3O3P | OMol25 | wB97M-V/def2-TZVPD
C 0.96 -0.68 2.03
P 0.51 -0.19 0.26
O 0.44 1.58 0.30
C -1.22 -0.76 -0.31
O -1.00 -1.43 -1.64
C -1.96 -1.86 0.64
C -3.47 -1.53 1.14
N -4.12 -0.28 0.61
C -3.00 0.74 0.49
N -2.84 1.86 1.26
N -2.00 0.49 -0.62
H 1.30 -1.82 2.02
H 1.87 0.00 2.37
H 0.11 -0.57 2.83
H -0.14 1.74 1.13
H -0.34 -0.84 -2.10
H -2.03 -2.88 0.02
H -1.35 -2.17 1.62
H -4.19 -2.44 0.85
H -3.49 -1.47 2.32
H -4.79 0.12 1.33
H -3.21 2.00 2.23
H -2.28 2.67 0.84
H -2.60 0.31 -1.49
C 4.66 0.91 -1.18
C 4.49 0.75 -2.68
O 3.20 0.26 -2.98
H 4.50 -0.05 -0.68
H 5.65 1.28 -0.93
H 3.91 1.60 -0.78
H 5.23 0.04 -3.07
H 4.64 1.71 -3.19
H 2.55 0.91 -2.63
```

natural (NBO) atomic charge list, values in e, 5 entries:
1. C -1.01
2. P 1.03
3. O -0.92
4. C 0.11
5. O -0.70

=====

[12]
The following is a quantum chemistry calculation of a cluster of 2 separate species, C7H19NO3 in total, from OMol25.

Results
SMILES	COCCNCCOC.CO
lowest unoccupied orbital energy	0.03634	Ha
maximum force	3.7	eV/Å
frontier orbital gap	9.79	eV
net charge	0
ΔE to the lowest compared entry with this formula, charge and spin	1.9900	eV

Geometry as XYZ:
```
30
C7H19NO3 | OMol25 | wB97M-V/def2-TZVPD
C 25.14 10.04 -26.51
O 25.80 8.94 -25.83
C 26.48 8.22 -26.80
C 27.99 8.02 -26.47
N 28.79 9.20 -26.94
C 30.02 9.47 -26.16
C 29.73 10.20 -24.82
O 28.99 11.37 -25.00
C 28.50 11.98 -23.89
H 24.52 9.83 -27.38
H 25.95 10.73 -26.74
H 24.55 10.48 -25.70
H 26.26 8.52 -27.83
H 26.13 7.19 -26.76
H 28.47 7.14 -26.91
H 28.11 8.02 -25.39
H 28.21 10.03 -26.92
H 30.72 10.10 -26.71
H 30.59 8.56 -26.03
H 30.59 10.53 -24.23
H 29.25 9.54 -24.10
H 27.65 11.48 -23.43
H 28.10 12.98 -24.06
H 29.24 12.23 -23.13
C 26.48 8.11 -22.75
O 26.16 9.44 -23.21
H 27.48 7.71 -22.93
H 26.50 8.13 -21.66
H 25.85 7.37 -23.26
H 26.61 9.59 -24.04
```

natural (NBO) atomic charge list, values in e, 5 entries:
1. C -0.26
2. O -0.55
3. C -0.09
4. C -0.24
5. N -0.63